Record 1
The following is a quantum chemistry calculation of a 12-piece molecular cluster, C47H78BN7O12 overall at a distorted geometry, from the OMol25 dataset.

Geometry as XYZ:
```
145
C47H78BN7O12, DFT ωB97M-V with the def2-TZVPD basis set
C 0.81 -2.58 2.59
C 2.21 -3.04 3.04
C 3.37 -2.14 2.57
C 4.81 -2.70 3.08
N 5.99 -1.90 2.49
C 7.39 -2.44 2.86
C 8.17 -2.65 1.61
C 7.39 -1.84 0.51
C 5.94 -1.93 0.93
C 5.96 -0.42 2.92
C 5.88 -0.22 4.45
C 5.92 1.27 4.71
H 0.75 -1.49 2.64
H 0.01 -3.07 3.15
H 0.73 -2.85 1.54
H 2.48 -4.04 2.69
H 2.32 -3.10 4.12
H 3.43 -1.14 2.98
H 3.27 -2.07 1.48
H 4.96 -3.71 2.71
H 4.87 -2.79 4.16
H 7.90 -1.66 3.42
H 7.30 -3.30 3.53
H 9.18 -2.32 1.84
H 8.33 -3.70 1.38
H 7.79 -0.83 0.42
H 7.51 -2.20 -0.51
H 5.22 -1.22 0.53
H 5.55 -2.89 0.58
H 5.09 0.00 2.41
H 6.79 0.15 2.50
H 6.64 -0.80 4.98
H 4.95 -0.73 4.70
H 5.03 1.75 4.32
H 6.79 1.70 4.21
H 6.00 1.65 5.73
O 3.28 0.72 0.10
C 2.11 0.45 0.14
O 1.16 1.17 0.69
B -0.15 0.54 0.54
O 0.09 -0.68 -0.25
C 1.38 -0.74 -0.51
O 1.98 -1.64 -1.11
O -0.81 0.17 1.82
C -2.05 0.82 1.88
O -2.84 0.73 2.83
C -2.18 1.69 0.63
O -1.15 1.45 -0.12
O -3.08 2.46 0.34
N -4.49 4.50 -1.58
C -3.32 5.07 -2.03
C -3.58 5.62 -3.30
C -4.95 5.32 -3.54
C -5.50 4.64 -2.48
H -4.54 4.03 -0.69
H -2.45 4.95 -1.40
H -2.94 6.22 -3.93
H -5.43 5.43 -4.51
H -6.44 4.22 -2.16
N 2.56 2.71 -3.18
C 2.91 2.97 -4.47
C 4.19 3.59 -4.49
C 4.63 3.57 -3.18
C 3.57 3.16 -2.35
H 1.62 2.48 -2.89
H 2.22 2.79 -5.29
H 4.78 3.85 -5.35
H 5.59 3.95 -2.86
H 3.52 3.07 -1.28
N 5.08 -6.04 -1.01
C 4.08 -5.09 -1.08
C 4.55 -4.09 -1.95
C 5.85 -4.42 -2.34
C 6.19 -5.60 -1.75
H 4.97 -6.90 -0.49
H 3.18 -5.29 -0.51
H 3.98 -3.25 -2.31
H 6.42 -3.85 -3.06
H 7.04 -6.26 -1.79
N 0.73 -2.48 -3.50
C 1.14 -2.51 -4.80
C 0.03 -2.55 -5.62
C -1.10 -2.74 -4.79
C -0.67 -2.60 -3.46
H 1.38 -2.29 -2.75
H 2.19 -2.54 -5.02
H -0.02 -2.63 -6.70
H -2.05 -2.97 -5.23
H -1.16 -2.63 -2.50
N -0.18 0.47 -4.71
C -0.32 0.85 -3.40
C -0.62 2.22 -3.32
C -0.65 2.63 -4.62
C -0.33 1.59 -5.51
H -0.14 -0.47 -5.08
H -0.22 0.09 -2.63
H -0.71 2.85 -2.45
H -0.78 3.64 -4.97
H -0.18 1.46 -6.57
N -7.88 4.84 0.99
C -6.75 4.18 1.42
C -6.66 2.98 0.69
C -7.81 2.91 -0.16
C -8.45 4.10 -0.02
H -8.19 5.74 1.33
H -6.17 4.70 2.17
H -5.80 2.33 0.67
H -7.99 2.14 -0.89
H -9.39 4.31 -0.50
C -5.93 1.14 3.68
C -5.89 -0.33 3.50
O -4.72 -0.87 4.05
H -6.87 1.52 3.26
H -5.06 1.64 3.27
H -6.01 1.38 4.74
H -5.82 -0.64 2.46
H -6.74 -0.89 3.88
H -4.03 -0.39 3.60
C -5.92 1.03 -2.77
C -4.42 1.32 -3.00
O -3.78 0.09 -3.27
H -5.96 0.65 -1.75
H -6.28 0.30 -3.49
H -6.40 1.99 -3.00
H -4.04 1.68 -2.04
H -4.32 1.91 -3.91
H -2.96 0.40 -3.68
C -2.31 0.98 5.98
C -1.97 -0.53 5.81
O -2.77 -1.32 6.59
H -1.99 1.43 6.92
H -3.39 1.08 5.85
H -1.80 1.50 5.16
H -0.91 -0.64 6.02
H -2.19 -0.83 4.78
H -2.19 -1.51 7.33
C -4.38 -2.13 0.21
C -3.22 -2.26 -0.78
O -3.79 -2.40 -2.06
H -3.99 -2.14 1.23
H -5.12 -2.93 0.18
H -4.84 -1.15 0.07
H -2.55 -3.09 -0.53
H -2.72 -1.30 -0.78
H -3.71 -1.60 -2.59
```

2S+1 = 1
Energy = -3148.762762 Eh


Record 2
The following is a quantum chemistry calculation of a 2-piece molecular cluster, C2H9NPS overall at a distorted geometry, from the OMol25 dataset.

Geometry as XYZ:
```
14
C2H9NPS, DFT ωB97M-V with the def2-TZVPD basis set
C -0.90 -0.15 0.92
C 0.36 0.14 0.16
N 0.03 0.96 -1.04
P 1.44 -1.28 -0.23
S -2.28 -0.55 -0.26
H -0.78 -0.97 1.62
H -1.27 0.72 1.46
H 1.22 1.72 1.20
H -0.09 1.95 -0.79
H -0.91 0.58 -1.36
H 0.74 0.90 -1.78
H 1.65 -1.70 1.07
H 2.64 -0.58 -0.37
H -1.85 -1.76 -0.61
```

Net charge = +1
Energy relative to the best compared isomer or geometry (same formula, charge and spin) = 93.8 kcal per mole
2S+1 = 1
Energy = -875.478957 Eh


Record 3
The following is a quantum chemistry calculation of C25H22F10IN5S2SbTa as an isolated structure at a distorted geometry, from the OMol25 dataset.

Geometry as XYZ:
```
67
C25H22F10IN5S2SbTa, DFT ωB97M-V with the def2-TZVPD basis set
Ta -0.74 0.55 0.22
C -3.70 -1.08 1.99
N -2.52 -1.47 1.21
C -2.98 -1.97 -0.09
C -1.86 -2.45 -1.01
N -0.76 -1.51 -1.14
C 0.18 -1.81 -2.04
C 0.28 -2.98 -2.86
F -0.57 -4.02 -2.71
C 1.25 -3.14 -3.83
F 1.28 -4.27 -4.55
C 2.22 -2.16 -4.08
F 3.11 -2.30 -5.07
C 2.21 -1.04 -3.27
F 3.13 -0.07 -3.40
C 1.25 -0.92 -2.29
F 1.29 0.20 -1.48
C -1.73 -2.45 1.96
C -0.67 -1.77 2.83
N 0.33 -1.10 2.02
C 1.62 -1.39 2.16
C 2.29 -2.41 2.91
F 1.61 -3.31 3.67
C 3.67 -2.55 2.94
F 4.19 -3.52 3.69
C 4.52 -1.73 2.20
F 5.85 -1.91 2.21
C 3.93 -0.71 1.47
F 4.66 0.17 0.76
C 2.56 -0.57 1.50
F 2.03 0.53 0.84
H -4.35 -1.95 2.18
H -4.28 -0.34 1.45
H -3.40 -0.66 2.94
H -3.52 -1.15 -0.58
H -3.69 -2.80 0.04
H -2.33 -2.62 -2.00
H -1.49 -3.42 -0.66
H -1.22 -3.13 1.27
H -2.39 -3.05 2.61
H -0.24 -2.54 3.46
H -1.15 -1.04 3.48
S -3.09 1.50 0.11
C -3.43 2.22 -1.43
C -4.73 2.75 -1.55
N -5.80 3.14 -1.60
C -2.51 2.25 -2.44
S -0.97 1.49 -2.25
C -2.76 2.86 -3.68
N -2.92 3.35 -4.71
I -1.50 3.47 2.39
C -1.04 1.37 2.37
H -1.90 0.92 2.87
H -0.18 1.24 3.02
C 2.39 2.83 -1.64
Sb 0.89 2.97 -0.11
C 2.18 3.55 1.53
C 0.17 4.89 -0.77
H 2.88 3.80 -1.70
H 1.91 2.61 -2.60
H 3.11 2.06 -1.41
H 2.92 4.24 1.13
H 2.70 2.68 1.92
H 1.63 4.04 2.32
H 1.04 5.50 -0.98
H -0.45 5.38 -0.03
H -0.40 4.76 -1.69
```

2S+1 = 1
Energy = -3629.451704 Eh


Record 4
The following is a quantum chemistry calculation of a 2-piece molecular cluster, C5H5ClF3NO2 overall at a distorted geometry, from the OMol25 dataset.

Geometry as XYZ:
```
17
C5H5ClF3NO2, DFT ωB97M-V with the def2-TZVPD basis set
C 2.47 -0.47 0.02
C -1.48 -0.14 2.25
C -1.65 0.08 0.81
C 1.69 0.91 -1.66
C -2.05 -0.51 -0.49
N -1.56 1.14 1.41
O 1.44 -0.51 0.62
O 2.72 0.12 -1.04
F -3.42 -0.90 -0.40
F -2.05 0.45 -1.39
F -1.43 -1.53 -0.97
Cl 3.83 -1.37 0.53
H -2.24 -0.47 2.99
H -0.42 -0.35 2.54
H 1.07 1.41 -0.81
H 0.93 0.41 -2.14
H 2.15 1.74 -2.26
```

Structure (SMILES) = FC(F)(F)C1=NC1.COC(=O)Cl
Energy relative to the best compared isomer or geometry (same formula, charge and spin) = 0.0 kcal per mole
2S+1 = 1
Energy = -1158.460687 Eh


Record 5
The following is a quantum chemistry calculation of a 2-piece molecular cluster, C11H12N2O2 overall at a distorted geometry, from the OMol25 dataset.

Geometry as XYZ:
```
27
C11H12N2O2, DFT ωB97M-V with the def2-TZVPD basis set
C 1.48 2.60 1.16
C 2.02 1.31 1.46
C 0.45 2.77 0.36
C 1.52 0.14 1.00
C -0.26 1.54 -0.24
C 0.14 0.28 0.47
C 0.77 -3.07 -0.90
C 1.41 -2.34 -1.87
C -1.85 1.46 -0.15
C -2.13 -0.03 0.10
C -0.85 -0.59 0.67
N -0.76 -2.02 -1.99
N -0.57 -2.80 -1.04
O 0.49 -1.64 -2.57
O -0.82 -1.76 1.37
H 2.04 3.55 1.32
H 2.85 1.29 2.21
H 0.01 3.65 -0.03
H 2.03 -0.81 1.33
H 1.12 -3.81 -0.26
H 2.46 -2.40 -2.24
H -2.22 2.05 0.64
H -2.42 1.93 -0.98
H -2.80 -0.13 0.88
H -2.43 -0.52 -0.91
H 0.05 1.49 -1.25
H -1.72 -2.12 1.50
```

Structure (SMILES) = OC1=C2C=CC=C[C@@H]2CC1.c1conn1
Energy relative to the best compared isomer or geometry (same formula, charge and spin) = 130.3 kcal per mole
2S+1 = 1
Energy = -686.196217 Eh


Record 6
The following is a quantum chemistry calculation of a 2-piece molecular cluster, C3H12N3O overall at a distorted geometry, from the OMol25 dataset.

Geometry as XYZ:
```
19
C3H12N3O, DFT ωB97M-V with the def2-TZVPD basis set
C 2.30 1.48 -1.83
C 0.72 0.75 -0.08
N 0.19 0.94 1.13
N 1.54 1.64 -0.59
N 0.45 -0.40 -0.71
H 0.58 1.58 1.79
H -0.56 0.33 1.42
H 1.47 2.59 -0.25
H 0.36 -0.34 -1.72
H -0.19 -1.05 -0.26
H 3.32 1.76 -1.61
H 1.91 2.05 -2.65
H 2.37 0.43 -2.09
C -2.69 -2.42 1.40
O -1.90 -1.63 0.46
H -2.40 -1.60 -0.35
H -2.18 -2.33 2.35
H -3.67 -1.95 1.49
H -2.78 -3.44 1.05
```

Net charge = +1
Energy relative to the best compared isomer or geometry (same formula, charge and spin) = 19.3 kcal per mole
2S+1 = 1
Energy = -360.803919 Eh


Q: Number 3 is which compound?
A: C25H22F10IN5S2SbTa


Q: Which value of 2S+1 does entry 3 give?
A: 1


Please write out number 2 again, unchanged.
The following is a quantum chemistry calculation of a 2-piece molecular cluster, C2H9NPS overall at a distorted geometry, from the OMol25 dataset.

Geometry as XYZ:
```
14
C2H9NPS, DFT ωB97M-V with the def2-TZVPD basis set
C -0.90 -0.15 0.92
C 0.36 0.14 0.16
N 0.03 0.96 -1.04
P 1.44 -1.28 -0.23
S -2.28 -0.55 -0.26
H -0.78 -0.97 1.62
H -1.27 0.72 1.46
H 1.22 1.72 1.20
H -0.09 1.95 -0.79
H -0.91 0.58 -1.36
H 0.74 0.90 -1.78
H 1.65 -1.70 1.07
H 2.64 -0.58 -0.37
H -1.85 -1.76 -0.61
```

Net charge = +1
Energy relative to the best compared isomer or geometry (same formula, charge and spin) = 93.8 kcal per mole
2S+1 = 1
Energy = -875.478957 Eh